Formula: C22H30N4O4
Source: the OMol25 dataset
Level of theory: wB97M-V/def2-TZVPD

The geometry in XYZ format:
```
60
Properties=species:S:1:pos:R:3:mulliken_charge:R:1
C 2.9401 -1.4538 3.2370 -1.186
C 2.4041 -2.4524 2.2123 -0.439
N 1.1025 -2.9680 2.5908 0.227
C 1.0593 -4.0826 3.5105 -0.907
C 1.4203 -5.4253 2.8404 -0.794
N 2.7978 -5.7880 3.0295 0.712
C 3.3123 -6.5394 4.0233 -0.035
C 4.6733 -6.5852 3.8304 -0.811
C 4.8876 -5.8149 2.6807 -0.201
N 3.7485 -5.3416 2.2132 -0.985
C -0.0707 -2.3827 2.2454 0.145
O -1.1455 -2.7723 2.6681 -0.686
C 0.0128 -1.2278 1.2968 0.028
C 0.2370 -1.4318 -0.0620 -0.211
C 0.2306 -0.3669 -0.9355 -0.643
C -0.0044 0.9317 -0.4764 0.771
O 0.0324 1.8967 -1.4334 -0.372
C -0.3188 3.2345 -1.1201 0.101
C -1.8391 3.3920 -0.9703 -0.695
C -2.5288 3.0882 -2.3029 -0.791
N -2.0159 3.9597 -3.3339 0.047
C -2.6610 4.9925 -3.9102 0.970
O -2.1104 5.7615 -4.6787 -0.672
C -4.1482 5.1713 -3.5742 -0.786
O -4.9413 4.0203 -3.7563 -0.355
C -5.0477 3.6299 -5.1049 -0.653
C -0.5940 3.7913 -3.5568 -0.994
C 0.1808 4.1048 -2.2777 -1.008
C -0.2383 1.1348 0.8792 -0.210
C -0.2338 0.0582 1.7503 -0.905
H 3.0386 -1.9144 4.2171 0.323
H 2.2696 -0.6013 3.3200 0.286
H 3.9187 -1.0993 2.9256 0.395
H 3.0888 -3.2990 2.1106 0.329
H 2.3235 -1.9609 1.2421 0.297
H 0.0320 -4.1294 3.8809 0.567
H 1.7355 -3.9014 4.3515 0.379
H 1.2283 -5.3532 1.7675 0.334
H 0.8020 -6.2217 3.2591 0.356
H 2.6898 -6.9827 4.7743 0.399
H 5.4035 -7.0964 4.4227 0.395
H 5.8102 -5.5924 2.1830 0.464
H 0.4079 -2.4313 -0.4346 0.449
H 0.4046 -0.5125 -1.9901 0.439
H 0.1876 3.5469 -0.1950 0.315
H -2.2170 2.7077 -0.2095 0.469
H -2.0571 4.4153 -0.6601 0.405
H -3.6076 3.1919 -2.2137 0.602
H -2.3031 2.0543 -2.5888 0.102
H -4.2556 5.4545 -2.5228 0.293
H -4.5130 5.9969 -4.2013 0.388
H -4.0693 3.3784 -5.5283 0.291
H -5.4977 4.4257 -5.7092 0.308
H -5.6896 2.7515 -5.1201 0.234
H -0.2979 4.4667 -4.3606 0.478
H -0.4031 2.7559 -3.8538 0.336
H 1.2420 3.9164 -2.4403 0.439
H 0.0461 5.1548 -2.0148 0.408
H -0.4279 2.1203 1.2748 0.350
H -0.4313 0.2236 2.7992 0.511
```

Results
HOMO	-8.62	eV
energy relative to the best compared isomer or geometry (same formula, charge and spin)	84.81	kcal/mol
largest force on an atom	0.77	eV/A
molar mass	414.51	g mol⁻¹
structure (SMILES)	CCN(CCn1cccn1)C(=O)c1ccc(OC2CCN(C(=O)COC)CC2)cc1
gap between HOMO and LUMO	9.33	eV

=====

Formula: C22H30N6O3
Source: the OMol25 dataset
Level of theory: wB97M-V/def2-TZVPD

The geometry in XYZ format:
```
61
Properties=species:S:1:pos:R:3:mulliken_charge:R:1
C 6.4075 0.6898 -1.3901 -0.984
O 5.0761 1.0945 -1.1855 -0.451
C 4.4031 0.5881 -0.1224 0.650
C 4.9050 -0.3036 0.8060 -0.740
C 4.1067 -0.7637 1.8557 -1.218
C 2.8008 -0.3631 2.0268 -1.011
C 2.2764 0.5381 1.1022 0.446
C 3.0696 1.0134 0.0305 1.393
C 2.2713 1.8826 -0.7520 -1.803
C 1.0402 1.9219 -0.1629 1.464
C -0.1544 2.6382 -0.5741 -0.012
O -0.2358 3.3378 -1.5642 -0.716
N -1.2209 2.4594 0.2846 0.554
C -2.4934 3.0861 0.0021 -1.117
C -3.6302 2.0892 -0.2824 0.837
O -4.3385 2.1767 -1.2606 -0.686
N -3.7817 1.1672 0.6848 0.005
C -4.8007 0.1460 0.6545 -0.910
C -4.2575 -1.2781 0.8073 -0.413
C -3.7688 -1.9620 -0.4921 -1.048
N -2.3803 -1.8474 -0.8671 -0.001
C -1.4252 -2.3305 0.1023 -0.057
C -0.0743 -2.5155 -0.5833 -1.311
N 0.3862 -1.2551 -1.1385 0.905
C 1.6777 -1.4143 -1.7729 -1.610
C -0.6006 -0.7466 -2.0790 -1.874
C -1.9428 -0.5675 -1.3778 -0.315
N -1.1624 1.7151 1.4148 -1.025
C -0.1056 1.0694 1.7440 1.175
C -0.1537 0.2857 3.0119 -1.802
N 1.0339 1.1164 0.9801 0.270
H 7.0476 0.9743 -0.5487 0.368
H 6.7395 1.2101 -2.2869 0.262
H 6.4778 -0.3908 -1.5513 0.374
H 5.9186 -0.6645 0.7365 0.437
H 4.5369 -1.4636 2.5564 0.401
H 2.2292 -0.7550 2.8490 0.352
H 2.5661 2.4073 -1.6368 0.550
H -2.3492 3.7102 -0.8824 0.350
H -2.7904 3.7086 0.8529 0.309
H -3.1044 1.1546 1.4377 0.235
H -5.5064 0.3412 1.4723 0.337
H -5.3331 0.2602 -0.2927 0.403
H -5.0687 -1.8892 1.2067 0.398
H -3.4561 -1.2803 1.5487 0.204
H -4.3620 -1.5947 -1.3330 0.489
H -3.9627 -3.0360 -0.3933 0.435
H -1.7696 -3.2890 0.4984 0.592
H -1.2939 -1.6253 0.9432 -0.178
H 0.6666 -2.8616 0.1435 0.505
H -0.1799 -3.2841 -1.3693 0.278
H 1.6564 -2.1548 -2.5883 0.454
H 1.9959 -0.4568 -2.1802 0.405
H 2.4046 -1.7360 -1.0272 0.314
H -0.2537 0.2179 -2.4573 0.557
H -0.7301 -1.4354 -2.9314 0.429
H -2.6810 -0.1845 -2.0837 0.736
H -1.8151 0.1662 -0.5701 0.192
H -1.1258 0.4288 3.4759 0.412
H 0.6194 0.6279 3.6976 0.475
H -0.0046 -0.7740 2.8112 0.327
```

Results
HOMO	-7.94	eV
energy relative to the best compared isomer or geometry (same formula, charge and spin)	33.27	kcal/mol
largest force on an atom	0.85	eV/A
molar mass	426.52	g mol⁻¹
structure (SMILES)	COc1cccc2c1cc1c(=O)n(CC(=O)NCCCN3CCN(C)CC3)nc(C)n12
gap between HOMO and LUMO	8.34	eV

=====

Formula: C22H30O2RuSi
Source: the OMol25 dataset
Level of theory: wB97M-V/def2-TZVPD

The geometry in XYZ format:
```
56
Properties=species:S:1:pos:R:3:mulliken_charge:R:1
C -0.0805 1.4625 1.6789 -0.318
C -1.1089 2.0022 0.8134 -0.148
C -2.3751 1.9339 1.5027 -0.986
H -0.9323 2.4810 -0.1646 0.561
C -2.1123 1.4041 2.8589 -0.544
C -0.6826 1.1142 2.9423 -0.519
H -0.1676 0.7620 3.8179 0.555
H 0.9865 1.4170 1.4488 0.329
H -3.3611 2.2545 1.1099 0.398
H -2.8604 1.2597 3.6429 0.336
Ru -1.6381 -0.1850 1.5299 0.490
C -1.6198 -1.6635 0.2113 -0.828
H -2.5443 -2.2490 0.0240 0.415
H -0.8806 -2.4580 0.3075 0.283
H -1.5225 -1.1593 -0.7641 -0.152
Si 0.4713 1.1716 -2.6135 0.052
C 1.8910 -0.0139 -2.4758 0.855
C 2.9405 0.9470 -2.5566 -0.482
H 2.7247 2.0217 -2.4803 0.283
C 4.2487 0.5432 -2.8471 -0.756
H 5.0218 1.3148 -2.9817 0.372
C 4.5106 -0.8378 -3.0187 -0.337
H 5.5293 -1.1504 -3.2960 0.376
C 3.4984 -1.8067 -2.8596 -0.506
H 3.7273 -2.8769 -3.0157 0.386
C 2.1904 -1.4053 -2.5254 -0.281
H 1.4305 -2.1815 -2.3530 0.414
C -1.3086 1.0730 -2.9679 0.377
C -0.8524 1.6929 -4.1797 -0.596
H -0.0304 1.2472 -4.7382 0.601
C -1.6772 2.7184 -4.6858 -0.618
H -1.4072 3.1990 -5.6164 0.450
C -2.8701 2.9999 -4.0098 -0.245
H -3.5138 3.7648 -4.4143 0.408
C -3.3566 2.2755 -2.9069 -0.681
H -4.3710 2.4212 -2.5077 0.438
C -2.5678 1.2312 -2.3925 -0.024
H -2.8785 0.4911 -1.6465 0.482
H -3.1726 -0.5758 1.5169 0.030
H 0.5820 2.3600 -1.7801 -0.053
C 2.6847 -0.6677 2.4035 -0.821
O 1.3290 -1.1177 2.3889 0.187
C 1.2113 -2.3988 2.9858 -0.615
C -0.2217 -2.8833 2.9137 -0.691
O -1.1916 -1.8590 3.1807 0.003
C -1.3072 -1.5568 4.5778 -0.774
H 3.3706 -1.4407 1.9982 0.329
H 2.7381 0.2288 1.7756 0.206
H 3.0041 -0.4244 3.4353 0.284
H 1.8146 -3.1293 2.4288 0.394
H 1.5404 -2.3633 4.0359 0.370
H -0.4504 -3.2570 1.9053 0.177
H -0.3648 -3.6939 3.6421 0.412
H -1.6419 -2.4638 5.1050 0.281
H -0.3308 -1.2241 4.9591 0.331
H -2.0453 -0.7496 4.6568 0.109
```

Results
HOMO (alpha / beta)	-8.38 / -10.57	eV
charge	+1
energy relative to the best compared isomer or geometry (same formula, charge and spin)	54.55	kcal/mol
largest force on an atom	3.06	eV/A
molar mass	455.64	g mol⁻¹
spin multiplicity	6
gap between HOMO and LUMO (alpha / beta)	4.73 / 3.29	eV

=====

Formula: C22H31BrF7N2O11PS
Source: the OMol25 dataset
Level of theory: wB97M-V/def2-TZVPD

The geometry in XYZ format:
```
76
Properties=species:S:1:pos:R:3:mulliken_charge:R:1
H 3.8089 2.1456 -3.0862 0.231
N 4.5241 1.8933 -2.4077 -0.819
C 4.1820 0.8741 -1.7316 0.929
C 5.1652 0.3576 -0.7152 -1.402
C 2.8834 0.1020 -1.9275 -1.611
C 1.7658 0.3578 -0.8763 1.315
P 1.1371 -1.4881 -0.6649 -0.060
O 1.1244 -1.7424 0.9452 -0.350
Br -1.0447 -1.5287 -1.1787 -0.249
O 2.4763 0.8302 0.3081 -0.292
S 1.7067 1.3971 1.5736 1.247
O 2.0814 2.7719 1.7057 -0.646
O 1.8691 0.5752 2.7241 -0.604
C -0.0526 1.4434 1.1534 -0.374
F -0.7120 0.3009 1.4738 -0.236
C -0.2419 1.9066 -0.2949 -0.806
O -1.6208 1.5805 -0.6641 -0.426
C -2.3751 2.6101 -0.8550 0.585
N -2.9940 3.5696 -1.0387 -0.528
C 0.7190 1.3755 -1.3678 -0.168
C 1.3268 2.5980 -2.0948 -1.160
C 0.2630 3.5554 -2.6581 -0.577
C 0.9011 4.6094 -3.5753 -0.996
C 1.6633 5.7279 -2.8939 0.515
O 1.9359 6.7350 -3.4862 -0.580
O 1.9811 5.5678 -1.5798 -0.266
C 3.3973 5.5690 -1.3163 -0.089
C 3.6348 5.8183 0.1538 -1.096
H 4.9796 0.8540 0.2348 0.207
H 5.1074 -0.7207 -0.5950 0.311
H 6.1571 0.6525 -1.0417 0.501
H 3.1464 -0.9564 -1.8880 0.807
H 2.4726 0.2469 -2.9241 0.444
H 0.2849 -2.1568 1.1926 0.222
H -0.4109 2.2388 1.8077 0.636
H -0.1950 2.9891 -0.2307 0.674
H 0.1293 0.8556 -2.1229 0.936
H 1.8180 2.2098 -2.9830 0.600
H 2.0240 3.1108 -1.4413 0.122
H -0.2425 4.0975 -1.8628 0.299
H -0.4270 2.9469 -3.2419 0.531
H 0.1028 5.1160 -4.1146 0.378
H 1.5519 4.1471 -4.3168 0.344
H 3.8379 4.6045 -1.5858 0.132
H 3.8918 6.3181 -1.9331 0.520
H 3.3621 4.9423 0.7362 0.134
H 3.0635 6.6760 0.4975 0.320
H 4.7013 5.9817 0.3002 0.387
C 0.1329 -1.8700 4.3101 -0.764
C -1.1469 -1.7357 5.1010 -0.361
O -1.9151 -2.9590 5.0698 -0.334
C -1.5629 -3.8944 5.9377 0.332
O -0.6854 -3.8406 6.7459 -0.510
C -2.5055 -5.1087 5.7938 0.915
F -2.7106 -5.4161 4.5059 -0.241
F -3.6928 -4.8282 6.3489 -0.256
F -1.9946 -6.1717 6.4031 -0.240
H -0.0849 -2.1946 3.2939 0.078
H 0.6586 -0.9183 4.2673 0.291
H 0.7972 -2.6107 4.7545 0.424
H -1.7981 -0.9840 4.6598 0.332
H -0.9538 -1.4456 6.1327 0.346
C -4.3037 -4.5906 0.3117 -0.958
C -5.2847 -5.4700 -0.4295 -0.278
O -5.5292 -4.9651 -1.7595 -0.314
C -4.6334 -5.2922 -2.6778 0.349
O -3.6512 -5.9558 -2.5267 -0.511
C -5.0580 -4.7132 -4.0444 0.894
F -5.4775 -3.4486 -3.9278 -0.241
F -6.0599 -5.4431 -4.5528 -0.253
F -4.0392 -4.7418 -4.8975 -0.238
H -4.6538 -3.5579 0.3268 0.292
H -4.1863 -4.9361 1.3384 0.316
H -3.3269 -4.6053 -0.1718 0.295
H -6.2564 -5.4685 0.0589 0.326
H -4.9388 -6.5010 -0.4847 0.320
```

Results
HOMO	-9.75	eV
largest force on an atom	1.46	eV/A
molar mass	775.42	g mol⁻¹
structure (SMILES)	[H]/N=C(/C)C[C@@]1(P(O)Br)OS(=O)(=O)[C@H](F)[C@H](OC#N)[C@H]1CCCC(=O)OCC.CCOC(=O)C(F)(F)F.CCOC(=O)C(F)(F)F
gap between HOMO and LUMO	9.40	eV